Record 1
{
  "formula": "C6H68BBrNO33S",
  "method": "ωB97M-V/def2-TZVPD",
  "elements": ["N", "C", "O", "C", "C", "B", "Br", "O", "C", "S", "C", "C", "O", "O", "O", "H", "H", "H", "H", "H", "H", "H", "H", "H", "H", "H", "H", "O", "H", "H", "O", "H", "H", "O", "H", "H", "O", "H", "H", "O", "H", "H", "O", "H", "H", "O", "H", "H", "O", "H", "H", "O", "H", "H", "O", "H", "H", "O", "H", "H", "O", "H", "H", "O", "H", "H", "O", "H", "H", "O", "H", "H", "O", "H", "H", "O", "H", "H", "O", "H", "H", "O", "H", "H", "O", "H", "H", "O", "H", "H", "O", "H", "H", "O", "H", "H", "O", "H", "H", "O", "H", "H", "O", "H", "H", "O", "H", "H", "O", "H", "H"],
  "positions_angstrom": [[6.5670, -1.0399, 0.7316], [5.4064, -0.5413, 1.4485], [5.5202, 0.4067, 2.1847], [4.1208, -1.2748, 1.1519], [2.9211, -0.9424, 2.0667], [1.7653, -0.2442, 1.1648], [2.5901, 1.5126, 0.3908], [1.4039, -1.2324, 0.0888], [0.0619, -1.5167, 0.2454], [-0.1611, -2.8639, 1.4791], [-0.4200, -0.1395, 0.7598], [-1.8895, 0.0586, 1.1002], [-2.6900, -0.5585, 0.0435], [-2.3695, 0.0432, -1.2039], [0.4941, 0.0863, 1.8177], [6.4430, -0.7321, -0.2333], [6.4168, -2.0504, 0.6886], [4.3796, -2.3427, 1.1768], [3.8869, -1.0697, 0.0976], [2.5016, -1.8970, 2.4138], [3.2600, -0.3273, 2.9057], [-0.4657, -1.7229, -0.6887], [-1.4600, -3.1729, 1.2399], [-0.1531, 0.6096, -0.0049], [-2.1905, 1.1160, 1.1267], [-2.1991, -0.4465, 2.0163], [-2.2027, 0.9928, -1.0524], [-4.6153, -0.3369, 2.2479], [-4.1259, -0.3433, 1.4125], [-5.2648, -1.0420, 2.1559], [3.7685, -1.6624, -2.1122], [3.8514, -2.3630, -2.7702], [2.8160, -1.4951, -2.0554], [7.1898, 2.7347, 1.9761], [7.2711, 3.1184, 2.8523], [6.5279, 2.0317, 2.0828], [-7.4900, -1.7206, 2.0290], [-7.9363, -1.8039, 1.1793], [-8.0619, -1.1426, 2.5473], [-2.9786, 2.6207, -1.9493], [-3.7911, 2.1506, -2.1791], [-2.7643, 3.1134, -2.7467], [-2.8766, 5.7092, -2.4767], [-1.9580, 5.9154, -2.2668], [-3.3446, 5.8679, -1.6499], [0.7108, -5.2977, -0.6652], [0.6144, -4.7606, 0.1445], [0.0615, -6.0008, -0.5427], [3.9366, -3.4655, -4.4893], [4.4332, -3.5559, -5.3080], [3.2816, -4.1702, -4.5192], [-0.5907, 6.8712, -3.9373], [-1.4009, 6.3964, -4.1551], [-0.3808, 7.3695, -4.7334], [-4.1325, 3.6531, 0.6044], [-3.8048, 3.0741, -0.0967], [-3.9339, 3.1750, 1.4168], [6.6525, -4.0251, 0.4796], [6.8859, -4.7203, -0.1425], [6.7607, -4.4453, 1.3412], [-5.0987, 6.2380, 2.2336], [-6.0295, 6.1302, 2.0028], [-4.6704, 5.4766, 1.8233], [8.7066, -4.4573, 2.3367], [8.7896, -3.5122, 2.1595], [9.5673, -4.8223, 2.1127], [-3.8728, -3.8108, 1.3848], [-4.4955, -3.0895, 1.2555], [-4.2260, -4.3043, 2.1319], [-5.3851, 3.1372, -3.3738], [-5.8636, 3.0862, -4.2095], [-5.9576, 3.6449, -2.7894], [1.6640, 7.8525, -2.2657], [1.6411, 7.6794, -1.3201], [0.9372, 7.3300, -2.6283], [-6.0132, 5.6518, 5.1110], [-5.4970, 4.9232, 5.4795], [-5.5731, 5.8475, 4.2699], [-7.5943, 4.5787, 2.7882], [-7.5107, 4.9715, 3.6706], [-8.2019, 3.8437, 2.9050], [-4.1849, 3.2117, -6.1218], [-3.7000, 3.5644, -5.3680], [-3.9482, 3.7877, -6.8548], [-3.9977, 3.3682, 5.6463], [-3.6652, 2.7928, 4.9495], [-3.8194, 2.8869, 6.4601], [0.8390, -1.9047, -2.9137], [0.9056, -2.6064, -3.5693], [-0.1067, -1.7370, -2.8525], [-0.3381, -4.8255, -3.3903], [0.0570, -5.5361, -3.9036], [-0.2684, -5.1265, -2.4697], [8.4345, -1.4321, -2.0292], [7.8696, -0.6535, -2.1119], [8.0848, -1.8861, -1.2546], [5.5187, -6.5798, 1.1037], [4.9776, -5.7862, 1.0000], [5.1167, -7.0351, 1.8491], [2.6383, -5.8145, 1.4696], [2.2567, -5.9092, 0.5860], [2.0877, -5.1449, 1.8900], [7.0576, 1.4841, -0.9066], [6.1645, 1.7945, -1.0957], [7.2052, 1.7282, 0.0165], [-8.3637, -3.5967, 4.3685], [-9.1782, -4.0640, 4.1611], [-8.1048, -3.1762, 3.5391], [-0.7200, -0.2659, -5.0377], [0.2089, -0.1430, -4.8086], [-1.1918, 0.0490, -4.2593]],
  "forces_ev_per_angstrom": [[-0.7, -0.3, 0.4], [0.2, -0.1, -0.5], [-0.2, 0.2, 0.1], [0.0, -0.1, 0.6], [0.0, 0.3, -0.6], [0.4, -1.0, 1.1], [0.0, 0.4, -0.5], [-0.1, -0.2, 0.0], [-0.6, 1.8, -0.8], [-0.3, -0.4, 0.1], [0.4, 0.3, 0.7], [0.3, -0.7, -0.7], [0.0, 0.3, 1.0], [0.1, -0.2, -0.5], [-0.3, 0.1, -0.3], [0.2, 0.3, 0.1], [0.2, 0.1, -0.3], [-0.1, 0.1, -0.1], [0.2, -0.1, 0.2], [0.0, 0.2, 0.3], [-0.1, -0.2, 0.0], [0.4, -0.6, 0.1], [0.3, 0.1, -0.1], [-0.2, -0.4, -0.3], [0.3, 0.0, 0.3], [0.1, 0.0, -0.1], [-0.2, -0.1, 0.1], [-0.1, 0.0, -0.1], [-0.1, 0.0, -0.1], [-0.2, 0.2, 0.1], [0.0, 0.0, -0.1], [0.0, 0.1, 0.0], [0.0, 0.0, 0.2], [0.0, 0.1, -0.1], [0.0, 0.0, 0.0], [0.0, -0.3, 0.1], [-0.2, -0.2, 0.1], [0.1, 0.0, 0.0], [0.1, 0.1, 0.0], [0.0, -0.4, 0.3], [0.0, 0.1, -0.2], [0.0, 0.3, 0.2], [0.2, 0.0, -0.1], [0.0, 0.0, 0.1], [-0.1, -0.1, 0.0], [-0.1, -0.5, 0.1], [-0.2, 0.5, -0.3], [0.1, -0.1, 0.1], [-0.1, -0.2, -0.1], [0.1, 0.1, 0.0], [0.0, 0.0, 0.1], [-0.1, -0.1, -0.2], [0.0, 0.1, 0.0], [0.1, 0.0, 0.1], [0.0, -0.1, 0.2], [0.2, 0.3, -0.2], [-0.1, 0.0, 0.0], [-0.2, 0.1, -0.1], [0.0, 0.0, 0.0], [0.2, -0.1, -0.1], [-0.1, 0.1, 0.1], [0.0, -0.1, 0.0], [0.0, 0.0, -0.1], [0.2, 0.1, 0.2], [-0.1, 0.0, -0.1], [0.0, 0.0, 0.0], [-0.1, -0.1, 0.0], [0.1, 0.1, 0.0], [0.0, 0.0, 0.0], [-0.2, 0.0, 0.0], [0.2, -0.1, -0.1], [0.1, 0.0, 0.0], [-0.1, 0.0, 0.0], [0.1, 0.0, 0.0], [0.0, 0.0, 0.0], [-0.2, 0.0, -0.1], [0.1, -0.1, -0.1], [0.2, 0.1, 0.0], [-0.2, 0.1, 0.1], [0.3, -0.1, 0.1], [0.0, 0.0, -0.1], [-0.1, 0.1, 0.0], [-0.1, 0.0, 0.1], [0.0, -0.1, 0.0], [0.0, 0.0, 0.0], [0.0, 0.0, 0.0], [0.0, 0.0, 0.0], [0.1, 0.2, -0.2], [-0.1, -0.1, 0.1], [0.0, -0.1, 0.0], [-0.1, -0.2, 0.0], [0.0, 0.0, 0.0], [0.3, 0.5, -0.1], [-0.1, -0.1, -0.1], [0.1, 0.1, 0.1], [0.1, 0.0, 0.0], [0.2, 0.0, 0.0], [-0.2, -0.1, 0.0], [-0.1, 0.0, -0.1], [0.0, -0.1, 0.1], [0.1, 0.1, 0.0], [0.1, 0.1, 0.0], [-0.2, 0.0, -0.2], [0.0, 0.0, 0.1], [0.1, 0.0, 0.0], [-0.1, 0.0, -0.1], [0.0, 0.0, 0.0], [0.1, 0.0, -0.1], [0.0, 0.2, 0.0], [0.0, -0.1, 0.1], [0.0, 0.0, 0.0]],
  "lowdin_charge": [0.1033, -0.4668, 0.0535, -0.1625, -0.1242, -1.1764, 0.5912, -0.0811, -0.5734, 0.8697, -0.3495, -0.1074, -0.1831, -0.0425, -0.0366, 0.0589, 0.0229, 0.1153, 0.0769, 0.0794, 0.0935, 0.1015, -0.1349, 0.1276, 0.1278, 0.1262, 0.0609, -0.0566, -0.0016, -0.0051, -0.0638, -0.0128, 0.0057, -0.0728, 0.0303, -0.0035, -0.0378, 0.0581, 0.0598, -0.0556, 0.0401, 0.0391, -0.0494, 0.0325, 0.0487, -0.0810, -0.0382, 0.0566, -0.0358, 0.0465, 0.0424, -0.0450, 0.0276, 0.0579, -0.0503, -0.0003, 0.0387, -0.0652, 0.0508, 0.0191, -0.0543, 0.0258, 0.0119, -0.0544, 0.0476, 0.0408, -0.0517, 0.0171, 0.0418, -0.0477, 0.0406, 0.0536, -0.0675, 0.0328, -0.0132, -0.0722, 0.0062, 0.0048, -0.0651, 0.0153, 0.0337, -0.0518, 0.0226, 0.0384, -0.0415, 0.0470, 0.0470, -0.0395, 0.0310, 0.0308, -0.0578, 0.0311, 0.0024, -0.0682, 0.0156, 0.0056, -0.0734, 0.0091, 0.0329, -0.0598, 0.0123, 0.0199, -0.0546, 0.0466, 0.0090, -0.0622, 0.0309, -0.0111, -0.0629, 0.0335, 0.0219],
  "homo_energy_ha": -0.2030,
  "total_charge": -1,
  "multiplicity": 1,
  "lumo_ev": 1.0237,
  "homo_lumo_gap_ha": 0.2406
}

=====

Record 2
{
  "formula": "C6H6Br18",
  "method": "ωB97M-V/def2-TZVPD",
  "elements": ["C", "Br", "Br", "Br", "H", "C", "Br", "Br", "Br", "H", "C", "Br", "Br", "Br", "H", "C", "Br", "Br", "Br", "H", "C", "Br", "Br", "Br", "H", "C", "Br", "Br", "Br", "H"],
  "positions_angstrom": [[-0.6810, -0.1356, -0.1801], [-0.6707, 1.8214, -0.5748], [-1.1323, -0.3421, 1.7787], [1.0625, -1.0562, -0.6325], [-1.4786, -0.7017, -0.6612], [0.8716, 1.9759, 1.6889], [0.9891, 3.8152, 1.0723], [0.8590, 1.9223, 3.7148], [2.5233, 1.0679, 1.0362], [-0.0718, 1.5598, 1.3355], [-2.5911, -1.2888, -2.1871], [-3.4705, -2.7122, -1.0409], [-0.6572, -1.3494, -2.2820], [-3.1366, 0.5566, -1.8378], [-2.8960, -1.5365, -3.2038], [2.4105, -1.4428, -2.2517], [3.0165, -2.5763, -0.7530], [1.3533, -2.5513, -3.4822], [3.9727, -0.8388, -3.4064], [1.8476, -0.5904, -1.8715], [-2.4677, 2.1239, 1.0489], [-3.5944, 2.0290, 2.6929], [-1.1128, 3.5435, 1.4681], [-3.5043, 2.5913, -0.6124], [-2.0086, 1.1421, 0.9333], [2.1256, -1.3434, 1.4839], [0.6225, -0.6234, 2.5320], [1.9734, -3.2404, 1.1704], [3.7869, -0.8854, 2.5456], [2.0592, -0.9342, 0.4758]],
  "forces_ev_per_angstrom": [[1.7, 1.1, 1.7], [3.2, -3.2, -5.3], [-16.9, 1.3, -3.5], [-10.6, 2.2, 3.9], [-0.1, 1.0, 1.6], [3.2, 0.3, 1.4], [10.2, 1.8, -0.5], [0.2, 2.1, -0.5], [-0.8, 5.2, -0.5], [1.2, 0.4, 0.7], [-1.3, -0.8, -1.9], [0.9, 1.3, -0.6], [-6.9, -1.8, -5.6], [-0.6, -4.6, -1.6], [-0.3, -0.2, 0.4], [5.7, -1.6, -6.4], [4.1, 1.1, -6.8], [2.7, -1.0, -0.9], [-0.3, 0.2, 0.4], [3.0, 1.1, -4.1], [-3.8, 1.9, 1.7], [-0.1, -0.4, -0.6], [-10.9, 0.4, 1.7], [-1.7, 4.8, 3.3], [-1.7, 1.1, 0.3], [5.0, -2.1, 5.2], [12.5, -6.3, 4.6], [-2.6, -3.3, 7.5], [1.4, -2.1, 0.6], [3.4, 0.0, 3.9]],
  "nbo_charge": [-0.6286, 0.1744, 0.3772, 0.2924, 0.2305, -0.6745, 0.2745, 0.0637, 0.1626, 0.2653, -0.5941, 0.0176, 0.1411, 0.0813, 0.2318, -0.5656, 0.2547, 0.1080, -0.0195, 0.1644, -0.5762, 0.0075, 0.1662, 0.1328, 0.1256, -0.6785, 0.3277, 0.1346, -0.0617, 0.0646],
  "homo_energy_ha": -0.2361,
  "multiplicity": 1,
  "lumo_ev": -0.9583,
  "homo_lumo_gap_ha": 0.2009
}

=====

Record 3
{
  "formula": "C6H6Br2ClN2",
  "method": "ωB97M-V/def2-TZVPD",
  "elements": ["C", "C", "C", "C", "C", "C", "N", "N", "Cl", "Br", "Br", "H", "H", "H", "H", "H", "H"],
  "positions_angstrom": [[0.0673, -2.3776, 0.9274], [1.1995, -1.6092, 1.0307], [-0.2226, -0.4682, -0.0954], [-1.6697, 2.3721, -1.6431], [-1.6203, 1.3453, -0.7603], [1.9515, 0.6779, 0.2290], [1.0064, -0.3920, 0.3630], [-0.8520, -1.6291, 0.1657], [2.7370, -2.0861, 1.5565], [-3.1883, 3.3792, -1.7954], [-2.9004, 0.9772, 0.4170], [-0.1856, -3.3965, 1.1421], [-0.9215, 2.7487, -2.3726], [2.9680, 0.1267, 0.1517], [1.6191, 1.1859, -0.6347], [1.7740, 1.1732, 1.1743], [-1.7625, -2.0273, 0.1441]],
  "forces_ev_per_angstrom": [[0.5, 1.1, -0.8], [-0.1, -1.3, -0.2], [-3.4, 3.3, -2.4], [2.2, -1.7, 0.1], [1.4, -0.1, -0.9], [1.3, -1.9, 1.1], [-2.0, -3.3, 0.2], [3.4, 0.3, 1.7], [0.0, 0.1, 0.3], [-0.9, 0.6, 0.0], [-1.3, -0.6, 1.3], [0.4, -0.2, 0.4], [-0.2, -1.0, 0.8], [-1.5, 1.6, 0.0], [0.3, 1.0, -0.8], [1.0, 1.0, -0.1], [-1.1, 0.9, -0.8]],
  "nbo_charge": [-0.0695, 0.0613, 0.4958, -0.4180, -0.0783, -0.4000, -0.3674, -0.5383, 0.1263, 0.2064, 0.2415, 0.2607, 0.2833, 0.2536, 0.2367, 0.2385, 0.4675],
  "homo_energy_ha": -0.4769,
  "total_charge": 1,
  "multiplicity": 1,
  "lumo_ev": -5.5543,
  "homo_lumo_gap_ha": 0.2728
}

=====

Record 4
{
  "formula": "C6H6BrClO",
  "method": "ωB97M-V/def2-TZVPD",
  "elements": ["C", "C", "C", "O", "C", "Cl", "C", "C", "Br", "H", "H", "H", "H", "H", "H"],
  "positions_angstrom": [[0.6397, 1.1339, 2.0543], [0.0055, 0.6962, 0.6472], [-1.0524, 1.2025, 0.0863], [-1.9369, 1.6625, -0.5073], [0.7397, -0.4894, -0.0937], [0.4045, -1.9242, 0.8960], [0.2641, -0.7384, -1.4698], [-1.0148, -1.0127, -1.8127], [-1.4052, -1.6425, -3.5787], [1.5294, 0.5919, 2.1299], [0.0495, 0.8903, 2.8941], [0.8415, 2.2370, 2.0656], [1.8324, -0.3390, 0.0889], [0.9310, -0.9335, -2.2105], [-1.8280, -1.3347, -1.1895]],
  "forces_ev_per_angstrom": [[-1.4, 1.6, -2.8], [2.1, -0.7, 1.2], [-0.1, 0.4, -0.5], [-0.2, 0.1, 0.3], [-0.5, 1.9, 1.8], [0.0, -1.2, 0.7], [-3.2, -0.3, 0.7], [1.6, -1.0, -0.2], [0.1, 0.4, 0.2], [1.5, -0.7, 0.2], [-0.9, -0.3, 0.8], [-0.1, -1.0, 0.0], [-0.9, 0.0, -0.9], [2.2, 0.1, -2.0], [-0.2, 0.8, 0.5]],
  "nbo_charge": [-0.5783, -0.3464, 0.7126, -0.4430, -0.2080, -0.0607, -0.2529, -0.2185, 0.0408, 0.2151, 0.2212, 0.2203, 0.2427, 0.2265, 0.2285],
  "homo_energy_ha": -0.3321,
  "multiplicity": 1,
  "smiles": "CC(=C=O)[C@@H](Cl)/C=C/Br",
  "lumo_ev": 0.4735,
  "homo_lumo_gap_ha": 0.3495
}

=====

Record 5
{
  "formula": "C6H6BrNNiSbSe4",
  "method": "ωB97M-V/def2-TZVPD",
  "elements": ["Ni", "C", "C", "C", "C", "C", "Br", "N", "C", "H", "H", "H", "H", "H", "H", "Se", "Sb", "Se", "Se", "Se"],
  "positions_angstrom": [[0.4596, 0.3030, -2.7025], [-1.3063, -1.0346, 2.2734], [-0.1267, -0.6798, 1.4160], [1.1152, -0.4243, 1.9698], [2.1841, -0.0899, 1.1543], [1.9474, -0.0194, -0.2058], [3.3692, 0.4240, -1.3644], [0.7682, -0.2442, -0.7689], [-0.2484, -0.5729, 0.0402], [-1.0372, -1.0129, 3.3275], [-1.6724, -2.0362, 2.0337], [-2.1273, -0.3389, 2.0924], [1.2475, -0.4788, 3.0437], [3.1668, 0.1167, 1.5475], [-1.2059, -0.7267, -0.4421], [0.5363, 2.6309, -2.2239], [-1.8710, 2.2323, -2.3579], [-1.9497, -0.0681, -3.5250], [-0.1139, 0.2052, -4.9818], [-3.1354, 1.8146, -0.3260]],
  "forces_ev_per_angstrom": [[-0.1, -0.1, 0.1], [-0.1, -0.1, -0.2], [-0.1, 0.0, 0.2], [0.2, 0.1, 0.0], [-0.1, 0.0, -0.1], [0.1, 0.0, 0.1], [0.1, -0.1, 0.0], [0.0, -0.2, 0.2], [-0.1, 0.0, -0.2], [0.0, 0.0, 0.0], [0.0, 0.0, 0.0], [0.0, 0.0, 0.0], [0.0, 0.0, 0.0], [0.0, 0.0, 0.0], [0.0, 0.0, -0.1], [0.7, 0.8, 0.2], [-0.6, 0.0, 0.1], [-0.2, -0.3, -0.3], [0.0, -0.3, -0.3], [0.1, -0.1, 0.1]],
  "nbo_charge": [0.6944, -0.6333, -0.0452, -0.1600, -0.2643, 0.1506, 0.0851, -0.5275, 0.0735, 0.2046, 0.2184, 0.2542, 0.2098, 0.2285, 0.2378, -0.7458, 0.7798, -0.3528, -0.5748, -0.8329],
  "homo_energy_ha": [-0.1362, -0.1349],
  "total_charge": -1,
  "multiplicity": 3,
  "lumo_ev": [2.5260, 1.4113],
  "homo_lumo_gap_ha": [0.2290, 0.1867]
}

=====

Record 6
{
  "formula": "C6H6BrO2",
  "method": "ωB97M-V/def2-TZVPD",
  "elements": ["C", "C", "C", "C", "C", "C", "O", "O", "Br", "H", "H", "H", "H", "H", "H"],
  "positions_angstrom": [[0.8668, -0.7323, 1.0434], [-0.1736, 0.0494, 1.3795], [-4.4062, -0.8765, 0.8170], [0.8949, -0.2234, -0.3651], [-0.1572, 0.5708, -0.1108], [-1.1360, 1.4007, -0.7744], [-4.8457, -1.9156, 0.4971], [-3.7484, -0.2765, 1.5691], [-4.6585, 0.5640, -1.0592], [1.5425, -1.2685, 1.7253], [-0.8847, 0.0703, 2.1409], [1.4868, -0.3227, -1.2086], [-0.9735, 1.2419, -1.9304], [-1.1554, 2.3702, -0.1213], [-2.1249, 0.9403, -0.5553]],
  "forces_ev_per_angstrom": [[0.4, 0.4, 2.6], [1.1, -0.9, -1.6], [0.6, -1.3, -0.4], [-1.1, 1.4, 0.1], [0.2, -1.2, 0.4], [-0.2, -0.1, -0.4], [-1.2, -0.8, -0.6], [0.8, 1.7, 1.4], [-0.3, 0.4, -0.5], [-0.4, -0.3, -0.7], [-0.8, 0.3, 1.3], [1.1, -0.5, -1.4], [-0.4, 1.6, 2.1], [0.0, -0.9, -2.1], [0.3, 0.3, -0.2]],
  "nbo_charge": [-0.1897, -0.2509, 0.9768, -0.3315, 0.1008, -0.7058, -0.6157, -0.6260, -0.7160, 0.1896, 0.2163, 0.1919, 0.2299, 0.2306, 0.2996],
  "homo_energy_ha": [-0.1600, -0.1600],
  "total_charge": -1,
  "multiplicity": 1,
  "lumo_ev": [3.4759, 3.4753],
  "homo_lumo_gap_ha": [0.2878, 0.2877]
}

=====

| no. | largest force on an atom (hartree/bohr) |
| --- | --- |
| 1 | 0.0396 |
| 2 | 0.3356 |
| 3 | 0.1030 |
| 4 | 0.0675 |
| 5 | 0.0212 |
| 6 | 0.0521 |